(1)
{
  "formula": "C25H26BrKN4O4S",
  "method": "the ωB97M-V functional and the def2-TZVPD basis",
  "lumo_ev": 0.090,
  "de_lowest_kj_mol": 41.7,
  "max_force_ha_per_bohr": 0.026,
  "energy_ha": -5060.4352,
  "orbital_gap_ev": 7.07,
  "species": ["K", "C", "O", "C", "C", "C", "Br", "C", "C", "C", "O", "C", "N", "C", "C", "C", "C", "C", "C", "N", "H", "H", "H", "H", "H", "H", "H", "H", "H", "H", "H", "O", "N", "C", "C", "C", "C", "C", "S", "H", "H", "H", "H", "O", "C", "C", "C", "C", "C", "C", "N", "H", "H", "H", "H", "H", "H", "H", "H", "H", "H", "H"],
  "positions_angstrom": [[-1.185, -0.648, 1.130], [-0.206, -3.648, 3.204], [0.387, -2.661, 2.352], [1.739, -2.687, 2.219], [2.574, -3.585, 2.860], [3.948, -3.512, 2.639], [5.064, -4.759, 3.511], [4.500, -2.560, 1.819], [3.662, -1.637, 1.187], [2.288, -1.723, 1.361], [1.384, -0.897, 0.748], [4.253, -0.576, 0.342], [5.309, -0.680, -0.407], [5.487, 0.600, -0.941], [6.471, 1.071, -1.810], [6.415, 2.396, -2.193], [5.398, 3.250, -1.726], [4.412, 2.799, -0.870], [4.490, 1.460, -0.496], [3.680, 0.679, 0.316], [0.015, -4.649, 2.826], [-1.272, -3.443, 3.161], [0.175, -3.542, 4.221], [2.171, -4.336, 3.520], [5.567, -2.504, 1.657], [1.749, -0.483, -0.045], [7.252, 0.411, -2.166], [7.165, 2.791, -2.864], [5.387, 4.284, -2.046], [3.629, 3.453, -0.511], [2.979, 1.004, 0.960], [-2.809, -1.973, 2.068], [-4.053, -2.139, 1.660], [-4.641, -3.333, 1.925], [-5.917, -3.615, 1.536], [-6.625, -2.626, 0.844], [-6.017, -1.430, 0.583], [-4.692, -1.131, 0.980], [-3.929, 0.381, 0.630], [-3.993, -4.006, 2.465], [-6.343, -4.580, 1.770], [-7.642, -2.802, 0.519], [-6.536, -0.646, 0.050], [-0.499, 1.135, -0.465], [-0.970, 2.103, -1.065], [-0.701, 2.347, -2.529], [-1.920, 2.059, -3.435], [-3.276, 2.167, -2.742], [-3.594, 3.514, -2.108], [-2.514, 4.028, -1.150], [-1.790, 2.978, -0.444], [0.142, 1.711, -2.793], [-0.367, 3.381, -2.648], [-1.818, 1.044, -3.822], [-1.866, 2.718, -4.305], [-3.347, 1.391, -1.974], [-4.059, 1.923, -3.464], [-4.547, 3.434, -1.582], [-3.733, 4.279, -2.880], [-2.953, 4.668, -0.385], [-1.791, 4.653, -1.677], [-2.088, 2.697, 0.479]],
  "forces_ev_per_a": [[0.8, 0.3, -0.1], [0.1, 0.2, -0.2], [0.2, -0.1, 0.0], [-0.1, -0.1, 0.1], [0.0, 0.1, 0.0], [-0.2, 0.0, 0.0], [0.1, -0.1, 0.1], [0.1, 0.0, 0.0], [0.1, 0.1, -0.2], [-0.1, 0.1, 0.0], [0.2, -0.1, 0.0], [-0.4, -0.1, 0.3], [0.1, 0.3, 0.0], [0.3, -0.4, -0.1], [0.0, 0.0, 0.0], [-0.1, 0.1, 0.1], [0.1, 0.0, 0.0], [0.1, -0.1, -0.1], [-0.5, 0.1, 0.3], [0.3, 0.1, -0.2], [0.0, 0.0, 0.0], [0.0, 0.0, 0.0], [-0.1, 0.0, 0.0], [0.0, 0.0, 0.0], [0.0, 0.0, 0.0], [0.0, 0.0, 0.0], [0.0, 0.0, 0.0], [0.0, 0.0, 0.0], [0.0, 0.0, 0.0], [0.0, 0.0, 0.0], [0.0, 0.1, 0.0], [-1.0, -0.8, 0.4], [0.3, 0.2, 0.1], [0.1, 0.3, 0.0], [-0.1, 0.0, 0.0], [0.0, -0.2, 0.1], [0.1, 0.4, -0.1], [-0.1, 0.0, 0.0], [-0.5, -0.4, 0.1], [0.0, 0.0, 0.0], [0.0, 0.0, 0.0], [0.0, 0.0, 0.0], [0.0, 0.0, 0.0], [0.4, 0.4, -0.3], [-0.3, -0.2, 0.1], [0.2, 0.2, 0.1], [0.1, 0.0, 0.0], [0.0, -0.2, 0.0], [-0.1, 0.2, -0.1], [0.0, 0.0, 0.3], [0.2, -0.1, -0.2], [0.0, 0.0, -0.1], [-0.1, 0.0, 0.0], [0.0, 0.0, 0.0], [-0.1, 0.0, 0.0], [0.0, 0.0, 0.0], [0.0, 0.0, 0.0], [0.0, -0.1, 0.0], [0.0, 0.0, 0.0], [0.0, 0.0, 0.0], [0.0, -0.1, 0.0], [-0.1, 0.0, 0.0]],
  "lowdin_charge": [0.814, -0.041, -0.118, -0.202, -0.053, -0.682, 0.755, -0.073, -0.072, -0.173, -0.026, -0.271, 0.189, -0.222, -0.016, -0.093, -0.095, -0.022, -0.192, 0.156, 0.103, 0.071, 0.102, 0.099, 0.113, 0.107, 0.112, 0.099, 0.099, 0.108, 0.164, -0.359, -0.229, -0.038, -0.077, -0.090, -0.109, -0.682, 0.534, 0.127, 0.100, 0.103, 0.095, -0.098, -0.491, -0.093, -0.168, -0.211, -0.173, -0.167, 0.084, 0.117, 0.113, 0.111, 0.111, 0.062, 0.115, 0.109, 0.112, 0.121, 0.111, 0.122]
}

---

(2)
{
  "formula": "C4H2OS",
  "method": "the ωB97M-V functional and the def2-TZVPD basis",
  "lumo_ev": -0.645,
  "de_lowest_kj_mol": 414.6,
  "max_force_ha_per_bohr": 0.025,
  "energy_ha": -626.7773,
  "orbital_gap_ev": 8.37,
  "species": ["C", "C", "C", "C", "O", "S", "H", "H"],
  "positions_angstrom": [[1.418, -1.236, 0.127], [0.017, 0.986, 0.029], [-1.958, -0.847, -0.223], [-1.042, 0.225, -0.044], [-2.420, 0.307, 0.189], [1.629, 0.309, -0.349], [2.361, -1.771, -0.035], [-0.005, 2.027, 0.306]],
  "forces_ev_per_a": [[0.2, -0.1, 0.2], [0.3, 0.3, -0.2], [-0.1, -1.2, -0.4], [0.1, 0.2, 0.0], [-0.2, 0.9, 0.3], [-0.4, -0.4, 0.3], [0.2, 0.1, -0.2], [-0.1, 0.1, 0.0]],
  "lowdin_charge": [-0.343, -0.365, 0.121, -0.358, 0.076, 0.859, -0.061, 0.071]
}

---

(3)
{
  "formula": "C6H24N12O6",
  "method": "the ωB97M-V functional and the def2-TZVPD basis",
  "lumo_ev": [-3.116, -8.421],
  "de_lowest_kj_mol": 190.6,
  "total_charge": 1,
  "max_force_ha_per_bohr": 0.127,
  "energy_ha": -1351.2926,
  "orbital_gap_ev": [8.48, 3.18],
  "s2": 0.757,
  "spin_multiplicity": 2,
  "species": ["C", "O", "N", "N", "H", "H", "H", "H", "C", "O", "N", "N", "H", "H", "H", "H", "C", "O", "N", "N", "H", "H", "H", "H", "C", "O", "N", "N", "H", "H", "H", "H", "C", "O", "N", "N", "H", "H", "H", "H", "C", "O", "N", "N", "H", "H", "H", "H"],
  "positions_angstrom": [[-0.065, 0.507, -0.653], [-0.188, 0.830, -1.813], [-0.924, -0.080, 0.089], [0.949, 0.876, 0.120], [-0.677, -0.298, 1.044], [-1.786, -0.055, -0.436], [1.819, 1.095, -0.343], [0.891, 0.525, 1.065], [1.399, 0.043, -4.987], [0.518, -0.756, -5.006], [1.494, 1.070, -4.161], [2.455, 0.022, -5.709], [0.751, 1.238, -3.497], [2.437, 1.423, -4.075], [2.477, -0.721, -6.393], [2.988, 0.878, -5.654], [0.158, -0.905, 3.349], [0.620, -0.484, 2.312], [-1.086, -1.215, 3.564], [0.895, -1.488, 4.340], [-1.562, -1.918, 3.016], [-1.351, -1.187, 4.538], [1.807, -1.106, 4.543], [0.445, -2.155, 4.950], [-2.689, 1.848, -4.251], [-2.234, 2.709, -4.913], [-3.918, 1.724, -3.934], [-2.093, 0.873, -3.641], [-4.527, 2.464, -4.253], [-4.225, 0.978, -3.326], [-2.612, 0.164, -3.143], [-1.087, 0.824, -3.711], [-1.400, 3.011, 3.196], [-2.432, 3.611, 3.398], [-0.562, 2.627, 4.134], [-0.895, 2.812, 2.016], [0.221, 2.011, 3.971], [-0.924, 2.782, 5.064], [-0.073, 2.248, 1.854], [-1.453, 3.098, 1.223], [2.191, -4.099, 1.713], [2.610, -4.921, 0.901], [1.811, -4.403, 2.880], [2.112, -2.817, 1.427], [2.212, -5.294, 3.137], [1.485, -3.698, 3.525], [1.584, -2.185, 2.011], [2.430, -2.505, 0.521]],
  "forces_ev_per_a": [[2.6, 1.6, 1.5], [-0.8, 0.4, -2.9], [-4.2, -1.9, -0.6], [2.6, 1.1, -0.6], [-0.9, -0.2, 0.0], [-0.7, -0.9, 1.4], [0.0, 0.1, 0.4], [1.1, 0.2, -0.3], [-0.3, 0.9, 1.6], [-3.4, -2.1, 0.0], [-0.8, 2.2, 1.9], [3.1, -1.1, -3.1], [1.0, 0.1, 0.4], [-0.7, 0.5, 0.9], [0.8, 0.5, -0.3], [0.5, -0.8, -1.2], [2.3, -2.8, 1.2], [0.5, 1.0, -0.2], [-4.9, -0.1, 0.5], [1.7, 1.3, 0.2], [-0.2, 0.5, -0.4], [-0.3, -0.3, -0.2], [0.1, -0.4, 0.2], [0.3, 0.5, 0.2], [-0.7, 2.1, -1.1], [2.2, 1.7, -1.7], [-6.1, 0.4, 0.8], [5.0, -3.8, 1.8], [-0.5, -0.3, 0.2], [-0.7, 0.6, -0.3], [0.6, -0.3, 0.0], [0.4, -0.8, 0.2], [-1.0, 1.4, 0.4], [-1.0, 0.2, 0.3], [1.1, -1.0, 3.5], [0.7, -0.8, -4.5], [-0.3, 0.3, 0.2], [0.5, -0.3, 0.1], [-0.3, 0.4, -0.1], [0.3, -0.1, 0.1], [1.8, -0.5, -5.4], [0.3, -0.1, 0.2], [-1.6, -2.2, 5.4], [-0.3, 3.2, -1.0], [-0.6, 0.0, 0.8], [0.5, -0.5, 0.1], [0.5, 0.0, -0.5], [-0.3, -0.2, 0.2]],
  "mulliken_spin": [-0.004, 0.093, 0.006, 0.011, 0.000, -0.002, 0.000, 0.002, -0.002, 0.068, 0.012, 0.002, 0.003, -0.001, -0.001, 0.001, 0.000, 0.000, 0.000, 0.000, 0.000, 0.000, 0.000, 0.000, -0.026, 0.074, 0.157, 0.655, -0.007, -0.005, -0.032, -0.003, 0.000, 0.000, 0.000, 0.000, 0.000, 0.000, 0.000, 0.000, 0.000, 0.000, 0.000, 0.000, 0.000, 0.000, 0.000, 0.000]
}

---

(4)
{
  "formula": "C29H38N6PRuS2",
  "method": "the ωB97M-V functional and the def2-TZVPD basis",
  "lumo_ev": [-10.390, -10.383],
  "de_lowest_kj_mol": 55.6,
  "total_charge": 3,
  "max_force_ha_per_bohr": 0.038,
  "energy_ha": -2688.0873,
  "orbital_gap_ev": [6.38, 6.38],
  "species": ["Ru", "C", "C", "C", "C", "C", "C", "C", "P", "C", "C", "C", "C", "C", "C", "C", "C", "C", "C", "C", "C", "C", "C", "H", "H", "H", "H", "H", "H", "H", "H", "H", "H", "H", "H", "H", "H", "H", "H", "H", "H", "H", "H", "C", "C", "N", "N", "C", "S", "N", "N", "H", "H", "H", "H", "H", "H", "C", "C", "N", "C", "S", "N", "C", "C", "H", "H", "H", "H", "H", "H", "H", "H", "H", "H", "H", "H"],
  "positions_angstrom": [[-0.359, 0.080, -0.032], [-5.103, -0.453, 2.364], [-4.744, -1.688, 1.571], [-5.717, -2.661, 1.358], [-5.449, -3.836, 0.672], [-4.177, -4.087, 0.173], [-3.194, -3.137, 0.356], [-3.473, -1.946, 1.039], [-2.132, -0.804, 1.253], [-2.592, 0.874, 0.915], [-2.179, 1.888, 1.831], [-2.655, 3.168, 1.701], [-3.528, 3.460, 0.652], [-3.911, 2.486, -0.272], [-3.438, 1.193, -0.197], [-3.841, 0.201, -1.252], [-1.458, -0.966, 2.874], [-2.104, -1.634, 3.921], [-1.468, -1.732, 5.142], [-0.196, -1.187, 5.307], [0.455, -0.565, 4.251], [-0.171, -0.463, 3.013], [0.566, 0.120, 1.837], [-5.906, -0.681, 3.063], [-5.472, 0.342, 1.710], [-4.266, -0.055, 2.939], [-6.710, -2.491, 1.757], [-6.236, -4.567, 0.536], [-3.961, -5.010, -0.348], [-2.196, -3.321, -0.030], [-1.536, 1.629, 2.661], [-2.373, 3.933, 2.412], [-3.913, 4.468, 0.546], [-4.587, 2.752, -1.076], [-4.087, 0.721, -2.177], [-4.729, -0.356, -0.943], [-3.057, -0.524, -1.466], [-3.083, -2.074, 3.777], [-1.952, -2.243, 5.964], [0.304, -1.270, 6.263], [1.457, -0.176, 4.388], [1.522, -0.387, 1.716], [0.772, 1.187, 1.955], [1.461, -4.383, -2.619], [2.037, -3.037, -2.380], [3.170, -2.592, -2.808], [3.266, -1.313, -2.315], [2.218, -0.955, -1.593], [1.887, 0.505, -0.791], [1.424, -2.035, -1.618], [0.192, -2.050, -0.954], [2.135, -4.933, -3.270], [0.484, -4.323, -3.105], [1.358, -4.936, -1.684], [4.108, -0.780, -2.480], [-0.508, -2.468, -1.562], [0.287, -2.641, -0.126], [0.465, 5.352, -0.382], [1.367, 4.137, -0.511], [1.308, 3.542, -1.864], [0.474, 2.615, -2.275], [-0.838, 2.034, -1.214], [0.512, 2.143, -3.508], [1.452, 2.578, -4.560], [0.970, 3.810, -5.314], [0.522, 5.745, 0.633], [-0.573, 5.092, -0.597], [0.772, 6.145, -1.064], [1.101, 3.365, 0.208], [2.407, 4.409, -0.342], [1.898, 3.979, -2.559], [-0.275, 1.577, -3.787], [1.567, 1.735, -5.238], [2.424, 2.744, -4.093], [-0.026, 3.647, -5.725], [1.645, 4.016, -6.143], [0.939, 4.697, -4.679]],
  "forces_ev_per_a": [[-1.3, -0.1, -1.4], [0.0, 0.0, -0.2], [-0.1, 0.1, 0.1], [-0.1, -0.1, 0.0], [0.0, 0.0, 0.0], [0.0, 0.0, 0.0], [0.0, 0.1, 0.0], [0.2, -0.2, -0.5], [0.4, -0.1, 0.8], [0.6, 0.3, -0.5], [-0.2, -0.1, -0.1], [0.0, 0.1, 0.0], [0.0, 0.0, 0.0], [-0.1, 0.1, 0.0], [-0.2, 0.0, 0.2], [-0.1, 0.0, 0.1], [0.0, -0.3, 0.1], [0.0, 0.0, 0.0], [0.0, 0.0, 0.0], [0.0, 0.0, 0.0], [0.0, 0.0, 0.1], [0.3, 0.1, -0.1], [0.0, -0.2, -0.2], [0.0, 0.0, 0.0], [0.0, 0.0, 0.0], [0.0, 0.0, 0.0], [0.0, 0.0, 0.0], [0.0, 0.0, 0.0], [0.0, 0.0, 0.0], [0.0, 0.0, 0.0], [0.0, 0.0, 0.0], [0.0, 0.0, 0.0], [0.0, 0.0, 0.0], [0.0, 0.0, 0.0], [0.0, 0.0, 0.0], [0.0, 0.0, 0.0], [0.0, 0.0, 0.0], [0.0, 0.0, 0.0], [0.0, 0.0, 0.0], [0.0, 0.0, 0.0], [0.0, 0.0, 0.0], [0.1, 0.0, 0.1], [0.0, 0.0, 0.2], [0.0, 0.1, 0.0], [0.1, -0.1, 0.0], [-0.1, 0.2, 0.2], [0.1, -0.2, -0.1], [0.1, 0.3, 0.0], [0.0, -0.1, 0.2], [-0.3, -0.3, -0.1], [0.1, 0.6, 1.0], [0.0, 0.0, 0.0], [0.0, 0.0, 0.0], [0.0, 0.0, 0.0], [0.0, 0.0, 0.0], [-0.2, 0.2, 0.0], [-0.1, -0.2, -0.1], [0.0, 0.0, 0.0], [-0.1, 0.0, -0.1], [0.0, 0.1, 0.1], [0.1, 0.1, 0.2], [0.5, -0.2, 0.0], [0.0, 0.1, 0.0], [-0.1, 0.1, 0.0], [0.0, 0.0, 0.0], [0.0, 0.0, 0.0], [0.0, 0.0, 0.0], [0.0, 0.0, 0.0], [0.0, 0.0, 0.0], [0.0, -0.1, 0.0], [0.0, 0.0, 0.0], [0.0, -0.1, 0.0], [0.0, 0.0, 0.0], [0.0, -0.1, 0.0], [0.0, 0.0, 0.0], [0.0, 0.0, 0.0], [0.0, 0.0, 0.0]],
  "lowdin_charge": [0.639, -0.017, -0.258, -0.001, -0.012, -0.044, -0.092, -0.335, 1.062, -0.410, -0.066, -0.030, 0.018, -0.035, -0.354, -0.034, -0.326, -0.040, -0.027, -0.012, -0.009, -0.310, -0.245, 0.103, 0.096, 0.070, 0.134, 0.130, 0.122, 0.083, 0.117, 0.132, 0.137, 0.140, 0.101, 0.104, 0.061, 0.116, 0.127, 0.129, 0.133, 0.046, 0.070, 0.027, -0.279, 0.183, 0.083, -0.647, 0.800, -0.072, 0.088, 0.110, 0.096, 0.102, 0.184, 0.124, 0.132, -0.059, -0.223, 0.044, -0.737, 0.803, 0.023, -0.198, -0.053, 0.093, 0.063, 0.091, 0.079, 0.134, 0.150, 0.137, 0.129, 0.120, 0.089, 0.096, 0.078]
}

---

(5)
{
  "formula": "C7H9N2O",
  "method": "the ωB97M-V functional and the def2-TZVPD basis",
  "lumo_ev": -5.489,
  "de_lowest_kj_mol": 193.7,
  "total_charge": 1,
  "max_force_ha_per_bohr": 0.099,
  "energy_ha": -456.5810,
  "orbital_gap_ev": 8.98,
  "smiles": "CC(=O)c1nccc[n+]1C",
  "species": ["C", "C", "O", "C", "N", "C", "C", "C", "N", "C", "H", "H", "H", "H", "H", "H", "H", "H", "H"],
  "positions_angstrom": [[2.532, -1.296, 0.461], [1.693, -0.265, -0.189], [2.030, 0.680, -0.911], [0.183, -0.293, 0.034], [-0.439, -1.463, 0.106], [-1.717, -1.634, -0.050], [-2.447, -0.443, -0.433], [-1.846, 0.729, -0.368], [-0.518, 0.849, 0.054], [-0.011, 2.145, 0.165], [3.535, -1.339, -0.037], [2.059, -2.269, 0.182], [2.577, -1.028, 1.458], [-2.082, -2.695, 0.058], [-3.576, -0.451, -0.748], [-2.416, 1.648, -0.254], [0.501, 2.182, -0.785], [-0.869, 2.765, 0.354], [0.813, 2.179, 0.904]],
  "forces_ev_per_a": [[0.5, -1.1, -4.1], [0.2, 2.5, -1.3], [-0.1, -2.1, 1.3], [-0.5, -0.3, 0.6], [1.6, -0.6, 0.0], [-0.8, 0.9, -0.9], [-3.6, -3.5, -0.8], [1.5, 2.0, 2.5], [-2.5, -3.4, -1.2], [2.1, 0.7, 0.1], [-0.8, 0.4, 0.7], [0.2, 0.5, 1.1], [0.2, -0.1, 2.4], [0.0, 1.5, -0.1], [2.4, -0.2, 0.7], [0.1, -0.1, -0.8], [0.0, 1.7, -0.4], [0.4, 0.8, 0.0], [-0.8, 0.3, -0.1]],
  "lowdin_charge": [0.023, -0.310, 0.115, -0.146, 0.162, -0.012, 0.011, 0.009, -0.032, 0.017, 0.125, 0.113, 0.078, 0.159, 0.174, 0.153, 0.112, 0.111, 0.139]
}

---

(6)
{
  "formula": "C3H4I2O",
  "method": "the ωB97M-V functional and the def2-TZVPD basis",
  "lumo_ev": 0.543,
  "de_lowest_kj_mol": 166.3,
  "max_force_ha_per_bohr": 0.079,
  "energy_ha": -787.2596,
  "orbital_gap_ev": 9.71,
  "species": ["C", "C", "C", "O", "I", "I", "H", "H", "H", "H"],
  "positions_angstrom": [[0.530, -1.446, -1.785], [-1.359, 0.528, 1.090], [-1.184, 0.583, -0.215], [0.688, -0.557, -2.465], [3.081, -1.273, 0.298], [-0.020, 2.161, -1.005], [-0.953, 1.218, 1.813], [-2.061, -0.207, 1.589], [2.506, -0.767, 1.545], [-1.227, -0.240, -0.864]],
  "forces_ev_per_a": [[0.0, 0.3, -0.7], [-1.6, -0.9, 1.2], [1.7, 1.1, 1.0], [0.1, -0.8, 0.2], [1.8, -1.4, -3.3], [-0.3, 0.0, 0.1], [-0.1, 0.5, -0.3], [1.1, 0.4, -0.9], [-1.6, 1.4, 3.4], [-1.1, -0.7, -0.9]],
  "lowdin_charge": [-0.101, -0.142, -0.674, -0.081, 0.586, 0.791, 0.038, 0.082, -0.459, -0.041]
}